Entry 1:
57
Properties=species:S:1:pos:R:3:mulliken_charge:R:1 method="wB97M-V/def2-TZVPD" gap_ev=9.19 total_energy_ha=-2003.9085 homo_ha=-0.3192
H 5.707 2.031 -1.124 0.4232
H 3.249 -1.957 5.252 0.4038
C -7.192 -1.129 -3.057 -0.4895
C 0.362 0.146 1.018 0.1840
C 5.935 1.048 -0.713 -0.7753
C 2.778 -1.072 4.818 -0.1517
H -7.347 -0.528 -1.009 0.3442
H 5.247 -2.284 0.950 0.3396
C -2.487 0.420 -1.235 -0.7238
O 4.994 3.219 0.640 -0.6769
C 0.906 -0.752 1.934 -0.2014
H 0.424 -1.703 2.096 0.5564
C 5.020 -1.287 0.570 -0.3902
H 4.163 3.051 2.956 0.3566
C -5.360 -0.232 -1.805 0.6060
O -1.242 0.673 -0.616 -0.3315
H 1.646 -0.579 6.579 0.4171
H 0.994 0.114 5.087 0.2990
C -3.607 0.649 -0.234 0.5485
H 3.947 -1.085 0.708 0.2493
C 2.705 0.782 2.397 1.5804
H -8.220 -1.442 -3.149 0.4284
H 5.564 -0.226 2.371 0.4233
O 5.339 -1.300 -0.801 -0.4353
H 3.464 -0.222 4.910 0.1286
C -5.012 -0.817 -3.985 -0.6139
H 4.030 0.215 -1.305 0.2499
H 5.560 2.029 3.363 0.4286
C -0.879 -0.234 0.313 0.2820
H 7.000 0.828 -0.843 0.3024
H 6.907 -0.475 1.227 0.3419
H 2.617 2.633 1.314 0.4519
H 5.367 -0.138 -2.441 0.3511
C 5.842 -0.229 1.320 -0.7068
H -4.301 -0.874 -4.796 0.3983
O 3.873 0.996 3.072 -0.3997
H -2.537 -0.610 -1.604 0.4265
Cl -6.878 -1.857 -5.649 -0.2078
H -5.562 0.407 0.115 0.1864
C -6.706 -0.622 -1.872 -0.4564
O -1.499 -1.250 0.512 -0.6604
C 1.463 -0.765 5.524 -1.1740
C 0.983 1.372 0.816 -0.8098
C -6.325 -1.231 -4.142 0.3101
N -4.875 0.285 -0.622 -0.1261
H -2.575 1.113 -2.073 0.5117
H 0.560 2.081 0.124 0.4953
H 0.780 -1.605 5.425 0.2967
N -4.547 -0.330 -2.849 -0.2740
C 5.106 2.173 1.256 0.8877
C 2.063 -0.454 2.630 0.0988
C 5.097 -0.042 -1.389 -0.4356
C 4.673 2.107 2.727 -0.8671
O -3.429 1.120 0.861 -0.6397
N 5.624 1.062 0.705 0.0263
C 2.143 1.683 1.500 -1.2412
O 2.587 -1.418 3.453 -0.5459

***

Entry 2:
55
Properties=species:S:1:pos:R:3:mulliken_charge:R:1 method="wB97M-V/def2-TZVPD" gap_ev=8.46 total_energy_ha=-1791.6538 total_charge=+1 homo_ha=-0.4025
C 3.576 -0.949 2.640 -0.4726
H -0.824 0.517 2.373 0.3851
H -1.947 0.475 -1.075 0.3736
H -4.118 -2.050 -1.980 0.5383
C -1.428 0.747 1.494 -0.2881
H -2.034 -0.120 1.223 0.2797
H -4.970 1.933 1.327 0.4148
H -1.689 2.810 2.078 0.3323
N -1.324 -2.867 -0.650 -0.7366
H -3.001 1.736 2.587 0.4445
H -0.024 1.933 0.607 0.6251
C -4.375 0.263 0.175 0.9558
C 1.656 0.070 -2.160 0.0318
N -3.088 2.383 0.623 0.2867
N -0.177 -3.385 -0.620 -0.9418
C 0.553 0.061 0.135 0.8744
H 1.957 -2.483 2.733 0.5743
H -4.605 -2.976 0.526 0.4945
C -4.495 -1.962 0.206 -0.4169
C -2.323 1.969 1.767 -1.1163
H 0.997 -0.725 -2.476 0.5475
O -4.175 -0.184 -1.090 -0.3652
C -2.256 2.565 -0.536 -1.1685
H 2.685 0.133 -4.030 0.4677
C 0.000 -1.274 -0.217 -1.9352
H 2.598 -2.469 -1.234 0.2893
H 4.192 1.965 -3.336 0.4464
H -4.767 -0.758 2.064 0.5127
N -0.534 1.067 0.356 0.6101
H 3.964 2.963 -1.096 0.5213
C 2.604 0.559 -3.043 -1.1067
N -1.268 -1.566 -0.406 0.6345
C 4.236 -0.482 1.546 -0.5297
H -4.863 2.242 -0.411 0.3521
C 1.539 0.598 -0.881 -0.6476
C -4.380 1.739 0.429 -1.2656
C 2.371 1.658 -0.521 1.0765
O 3.774 -1.062 0.427 -0.3148
C 3.444 1.588 -2.657 -0.6821
H 5.034 0.225 1.439 0.5339
H -2.884 2.766 -1.403 0.4474
H 1.079 -0.033 1.097 0.7771
C 2.125 -2.709 -0.275 -0.8346
C -4.573 -0.799 1.011 -0.6980
C 3.323 2.149 -1.395 -0.7476
H -0.691 1.586 -1.682 0.3669
H 3.734 -0.670 3.660 0.4867
C 2.808 -1.933 0.798 0.4634
Cl 2.209 2.393 1.057 -0.1889
C -4.255 -1.526 -1.057 -0.5228
H 2.202 -3.787 -0.105 0.5035
H -1.623 3.446 -0.364 0.3086
C 2.642 -1.898 2.154 -0.4137
N 0.711 -2.425 -0.349 0.6154
C -1.352 1.360 -0.844 -0.1787

***

Entry 3:
51
Properties=species:S:1:pos:R:3:mulliken_spin:R:1 method="wB97M-V/def2-TZVPD" gap_ev="2.86 / 3.84" total_energy_ha=-2495.1769 multiplicity=4 total_charge=-2 homo_ha="0.0823 / 0.0459"
H 2.098 -1.160 -3.808 0.0528
C -2.062 1.830 1.684 -0.0192
O 0.389 1.333 0.084 0.0336
C -1.460 0.612 1.361 -0.0021
H -2.494 2.353 -3.487 0.0493
H -4.153 0.700 4.118 -0.0019
C 0.555 1.778 -2.611 -0.0928
H 3.870 0.691 2.784 -0.0002
H 2.496 -3.319 -0.502 -0.0234
C -1.710 -0.554 2.110 0.0260
H -3.444 2.821 2.990 0.0013
C -0.506 0.464 0.197 -0.1085
C 0.438 1.027 -3.802 0.2031
Co -1.032 -0.634 -2.556 2.3712
C 2.189 -2.563 0.219 -0.0021
H 1.919 -1.211 -1.835 0.0056
H -1.321 0.676 -5.091 0.0045
H 4.006 -1.406 0.086 0.0040
O -0.736 -0.554 -0.554 0.1574
N -0.835 -1.640 2.036 -0.0153
H -0.121 -2.264 -4.102 -0.0088
C 2.663 -0.512 1.470 0.0065
C 1.030 0.357 3.172 -0.0048
N -3.141 0.803 -2.135 0.5432
H 4.461 0.559 1.092 0.0001
H -0.868 2.934 -1.451 0.0062
C 3.029 -1.497 0.553 0.0400
C -3.380 0.675 3.351 -0.0097
H -1.751 2.709 1.113 -0.0103
H -2.972 -1.439 3.598 0.0015
C 0.516 -1.623 1.656 -0.0150
C 3.568 0.664 1.724 -0.0005
C -1.775 1.661 -3.071 -0.0421
H 1.273 0.708 -4.440 0.0139
H 0.228 -3.450 0.554 -0.0040
H -1.265 -2.540 2.236 -0.0001
C 0.323 -2.040 -3.073 -0.0389
H 0.278 -0.050 3.861 0.0018
C 1.529 -1.334 -2.872 -0.5128
H 1.507 2.014 -2.167 0.0270
C 0.933 -2.649 0.798 -0.0157
C -0.696 2.257 -2.255 0.3072
H 0.640 1.289 2.730 0.0008
C -0.919 1.079 -4.164 0.1166
H 3.048 1.604 1.467 -0.0001
H 1.918 0.623 3.758 -0.0005
C -2.747 -0.526 3.053 0.0101
H -3.848 0.138 -2.440 -0.0839
C 1.411 -0.611 2.095 0.0132
C -3.021 1.861 2.698 -0.0086
H -0.056 -2.642 -2.234 0.0245

***

Entry 4:
54
Properties=species:S:1:pos:R:3:mulliken_spin:R:1 method="wB97M-V/def2-TZVPD" gap_ev="5.61 / 5.69" total_energy_ha=-2844.5919 multiplicity=4 total_charge=+1 homo_ha="-0.3756 / -0.3763"
H 1.105 -3.070 1.834 0.0001
H 4.782 0.728 -3.698 0.0000
H 2.631 2.346 -1.903 -0.0005
C -0.707 3.808 -4.177 0.0010
H -4.702 0.208 -0.387 -0.0003
P -2.317 0.698 -0.529 -0.0077
H -3.725 -1.288 -0.604 0.0001
N 1.743 1.061 4.732 0.0001
H -2.001 -3.044 -0.927 0.0001
C 1.919 -1.696 -2.500 0.0048
O -0.865 -0.488 3.174 0.0003
H -0.099 -2.451 -2.601 0.0003
C 0.649 3.557 -3.965 -0.0001
C 2.461 2.049 -2.974 0.0042
C -2.804 2.392 -0.084 -0.0016
C -1.286 -3.304 -0.132 -0.0001
Er 0.403 0.443 -0.102 3.0374
C 0.054 1.464 -2.911 -0.0038
C 3.984 0.045 -3.396 -0.0009
H -2.185 -0.217 -2.761 0.0004
H 1.115 -3.633 -1.975 -0.0001
C -1.335 1.757 -3.032 -0.0007
C 2.554 1.634 1.466 -0.0002
H 5.149 -1.747 -3.626 0.0001
H -3.010 2.431 0.992 0.0003
C -3.771 -0.308 -0.105 -0.0007
H 1.416 4.261 -4.286 -0.0001
C -2.357 0.814 -2.399 0.0016
C 2.731 0.569 -3.063 -0.0002
H -3.694 2.692 -0.651 -0.0002
H -1.008 -4.367 -0.217 -0.0003
C -0.594 -0.270 2.075 0.0001
C 0.796 -2.578 -1.961 -0.0001
N 0.477 0.283 -2.301 -0.0081
H -1.790 -3.141 0.833 0.0000
H 3.371 -3.260 -2.770 -0.0001
P 0.188 -2.239 -0.231 -0.0076
C 3.172 -2.189 -2.866 -0.0011
N 2.914 1.803 2.661 0.0005
H 1.472 -4.177 0.461 -0.0002
H 2.390 -2.646 0.679 0.0000
C 1.407 -3.127 0.778 -0.0006
C 2.270 1.398 3.736 -0.0001
H -1.981 3.083 -0.306 0.0001
H -1.009 4.715 -4.701 0.0001
C -1.693 2.929 -3.702 -0.0010
C 4.182 -1.333 -3.331 0.0008
N 2.297 1.530 0.297 -0.0050
C 1.036 2.370 -3.336 -0.0048
H -3.378 1.131 -2.665 -0.0002
H -2.752 3.170 -3.831 0.0000
H -3.771 -0.478 0.981 0.0000
H 3.158 2.610 -3.611 0.0001
C 1.707 -0.293 -2.641 -0.0058